No. 1
Computed, not measured: a cluster of 6 separate species, CH14O6 in total, with the ωB97M-V functional and the def2-TZVPD basis.

- Gap between HOMO and LUMO: 10.92 eV
- Energy: -497.89551 Eh

Structure (XYZ):
```
21
CH14O6 the ωB97M-V functional and the def2-TZVPD basis
C -0.65994 -0.34663 -3.45733
O -1.86651 0.11557 -2.88539
H 0.15310 -0.14403 -2.74892
H -0.87976 -1.41267 -3.62150
H -0.48550 0.09689 -4.42739
H -2.05203 1.04471 -3.02835
H -0.49273 -0.11237 -0.36815
H 0.61509 -0.69124 -1.14824
O 0.47338 -0.21246 -0.31441
H -2.46615 -0.26699 2.23914
H -2.37248 1.13199 1.73363
O -2.31977 0.21554 1.41400
H 0.93742 -0.68283 1.63603
H 0.00124 -1.16903 2.68498
O 0.88161 -0.77253 2.63144
H 0.68934 3.19724 -3.53790
H 0.84861 2.51520 -2.18366
O 0.24751 2.58055 -2.93324
H 3.53916 -2.19737 5.91914
H 2.51236 -0.98195 6.11073
O 2.69607 -1.90761 6.28538
```

No. 2
Computed, not measured: a cluster of 7 separate species, CH14O7 in total, with the ωB97M-V functional and the def2-TZVPD basis.

- Gap between HOMO and LUMO: 10.69 eV
- Energy: -573.14054 Eh

Structure (XYZ):
```
22
CH14O7 the ωB97M-V functional and the def2-TZVPD basis
O -0.46683 1.64755 -1.07033
C -1.41725 1.52233 -1.79686
H -2.07362 0.63924 -1.75176
H -1.72590 2.28969 -2.52549
H -1.40198 -0.93826 2.00015
H -1.63739 -1.40182 3.50163
O -1.66132 -1.66501 2.58109
H 3.05636 2.70604 -2.31835
H 3.59600 2.78334 -3.78924
O 2.94381 2.37712 -3.21445
H -2.03373 -2.63655 -0.46372
H -2.68258 -2.15146 0.88364
O -2.84869 -2.60347 0.04547
H 6.71946 -1.59667 3.18156
H 7.12959 -0.24774 2.61548
O 7.02539 -1.17333 2.36649
H -4.78192 -0.33855 -0.84083
H -3.60226 -1.33669 -0.94780
O -3.94608 -0.47892 -1.29194
H 0.09574 1.22013 0.75026
H 0.21285 1.21306 2.29349
O -0.12220 0.71014 1.54447
```

No. 3
Computed, not measured: a cluster of 6 separate species, CH15NO5 in total, with the ωB97M-V functional and the def2-TZVPD basis.

- Gap between HOMO and LUMO: 9.35 eV
- Energy: -477.99842 Eh

Structure (XYZ):
```
22
CH15NO5 the ωB97M-V functional and the def2-TZVPD basis
C -1.98165 -0.97534 -0.02007
N -0.77777 -0.76132 0.82367
H -1.91483 -0.31176 -0.95098
H -2.81550 -0.52222 0.36860
H -2.24510 -2.03923 -0.05474
H -0.46803 -1.67731 1.24334
H 0.01030 -0.30340 0.38489
H 0.30586 -0.64195 -2.77840
H 0.59321 -1.74353 -3.62510
O -0.15314 -1.15993 -3.44838
H 2.67551 -0.60610 -0.75369
H 2.05762 0.47530 -1.58424
O 2.15916 -0.49973 -1.53319
H -0.56172 2.55369 1.17949
H -0.55014 3.72771 0.04237
O -0.05269 3.08873 0.57619
H -0.61727 -2.01170 3.41763
H -1.48993 -0.82525 2.95260
O -1.43856 -1.57450 3.53755
H 1.35695 2.32732 -0.07046
H 2.48970 1.67967 0.74165
O 1.79869 1.53295 0.09805
```

No. 4
Computed, not measured: a cluster of 6 separate species, CH15NO5 in total, with the ωB97M-V functional and the def2-TZVPD basis.

- Gap between HOMO and LUMO (alpha / beta): 10.35 / 4.82 eV
- Spin multiplicity: 2
- Energy: -477.69998 Eh
- Total charge: +1
- ⟨S²⟩: 0.75

Structure (XYZ):
```
22
CH15NO5 the ωB97M-V functional and the def2-TZVPD basis
C -2.84306 -0.98508 -0.99535
N -1.74899 -1.41840 -0.22899
H -2.55160 -0.27932 -1.78127
H -3.61229 -0.48070 -0.39007
H -3.39173 -1.77766 -1.50814
H -1.43109 -2.39590 -0.25019
H -0.84945 -0.93976 -0.34908
H 1.49778 -1.62430 -1.43665
H 0.95065 -3.04279 -1.56566
O 0.72500 -2.16557 -1.23833
H 2.95628 0.87271 -2.25982
H 3.62006 0.54307 -0.97076
O 2.81818 0.33624 -1.47010
H -1.34614 1.42720 0.10049
H -0.48567 2.02814 1.17440
O -0.53061 1.91253 0.21646
H -1.53706 -0.53770 1.69678
H -1.24518 -0.40364 3.15647
O -1.57647 0.11090 2.40861
H 1.92143 1.65559 0.52678
H 2.06732 2.73931 1.57242
O 2.47821 1.92412 1.27032
```

No. 5
Computed, not measured: a structure of composition CH15O10Sn, with the ωB97M-V functional and the def2-TZVPD basis.

- Gap between HOMO and LUMO: 8.42 eV
- Energy: -1013.60955 Eh
- Total charge: +1

Structure (XYZ):
```
27
CH15O10Sn the ωB97M-V functional and the def2-TZVPD basis
Sn 0.40614 -0.25092 -0.38948
C -2.54072 1.26477 0.36460
O -1.90000 0.62074 -0.47159
O -3.81712 0.96651 0.71804
O -1.97437 2.31154 0.79126
H -4.12625 0.05093 0.72791
O -0.95666 -1.36497 1.55687
H -1.07603 -0.80184 2.32373
H -0.88835 -2.22630 2.00148
O 1.06067 0.75486 2.00284
H 0.66405 1.34226 2.65261
H 1.57951 0.14218 2.54283
O 2.80134 0.83915 -0.66606
H 3.14313 1.40003 -1.36523
H 3.59335 0.40008 -0.43144
O -0.81192 -2.27488 -1.40622
H -1.21203 -2.57311 -2.26071
H -1.04774 -3.03573 -0.87693
O 1.75084 -2.24380 1.05747
H 2.61856 -2.55185 0.69171
H 1.20101 -3.02011 0.82609
O 0.49507 0.47864 -2.79856
H 1.34878 0.54091 -3.26442
H -0.02027 1.17956 -3.06641
O 0.21543 2.43844 -0.39850
H -0.66030 2.40209 0.05294
H 0.15388 3.21081 -0.91485
```

No. 6
Computed, not measured: a cluster of 7 separate species, CH16O7 in total, with the ωB97M-V functional and the def2-TZVPD basis.

- Gap between HOMO and LUMO: 11.07 eV
- Energy: -574.26277 Eh

Structure (XYZ):
```
24
CH16O7 the ωB97M-V functional and the def2-TZVPD basis
C 1.93533 0.89476 -3.03016
O 0.77406 1.19910 -2.33769
H 1.90979 -0.24626 -3.14535
H 1.91008 1.66649 -3.90403
H 2.74894 0.84616 -2.11207
H 0.76849 2.08047 -1.95235
H -0.04946 0.23199 1.55956
H 0.46240 1.32599 2.52121
O 0.73764 0.64390 1.87649
H 4.42259 0.24317 -0.09294
H 4.08370 -1.04044 -1.03532
O 4.80972 -0.39864 -0.68273
H -2.82101 -3.64747 1.82476
H -1.44252 -3.96192 2.49259
O -2.41562 -3.87837 2.61515
H -1.16063 1.75581 -0.02609
H -2.22244 1.61048 0.76588
O -1.68263 2.39348 0.47606
H -4.25977 -0.10154 2.16424
H -3.20819 -0.88072 2.68877
O -3.87337 -0.27744 3.11676
H 0.32667 -0.00687 -1.33080
H -1.21278 -0.21475 -1.57952
O -0.54100 -0.23736 -0.87245
```

No. 7
Computed, not measured: a structure of composition CH20Ba3O13, with the ωB97M-V functional and the def2-TZVPD basis.

- Gap between HOMO and LUMO: 8.21 eV
- Energy: -1103.52690 Eh
- Total charge: +4

Structure (XYZ):
```
37
CH20Ba3O13 the ωB97M-V functional and the def2-TZVPD basis
Ba -21.26109 -10.53674 2.60280
Ba -24.16653 -6.76808 -1.37674
Ba -19.95215 -5.07501 -0.46521
C -21.96017 -7.80533 1.13224
O -22.74496 -8.25779 1.98812
O -21.02394 -8.43675 0.77626
O -22.17020 -6.70003 0.60234
O -23.07523 -9.52618 -1.31234
H -22.43965 -9.38682 -0.61031
H -23.21462 -10.47308 -1.32540
O -22.79303 -9.35882 4.55088
H -23.61507 -9.51624 5.01532
H -22.99112 -8.64156 3.94877
O -25.26058 -7.62492 1.12282
H -25.59486 -6.97917 1.74531
H -24.38013 -7.82887 1.43816
O -23.65324 -6.49782 3.70604
H -24.46677 -6.11166 3.38157
H -23.26232 -6.91444 2.93803
O -21.05339 -6.55717 4.66624
H -21.15158 -5.78317 5.22080
H -21.93845 -6.74049 4.35116
O -24.33015 -4.51291 -0.08644
H -25.10399 -4.07574 0.26894
H -23.62620 -4.28633 0.52130
O -25.72254 -9.44823 3.27835
H -25.43998 -9.23708 2.38852
H -26.61680 -9.11119 3.33252
O -20.00721 -4.46709 2.24367
H -19.76031 -3.96250 3.01870
H -20.48329 -5.22172 2.59024
O -20.00067 -9.89244 -1.71543
H -20.33972 -9.57589 -0.87812
H -19.04975 -9.88909 -1.60599
O -18.65225 -7.26465 0.86026
H -19.48522 -7.73323 0.91359
H -18.08606 -7.83950 0.34528
```

No. 8
Computed, not measured: a cluster of 9 separate species, CH20NO8 in total, with the ωB97M-V functional and the def2-TZVPD basis.

- Gap between HOMO and LUMO: 10.49 eV
- Energy: -706.42633 Eh
- Total charge: +1

Structure (XYZ):
```
30
CH20NO8 the ωB97M-V functional and the def2-TZVPD basis
C -1.69915 0.12812 0.08484
N -0.43375 -0.24361 0.10285
H -2.30250 0.21946 1.02343
H -2.27509 0.33960 -0.83127
H 0.13256 -0.37622 -0.72248
H 0.09086 -0.16459 0.98469
H 2.51526 -0.75660 0.11984
H 2.65321 0.63299 0.76729
O 1.87405 -0.04949 0.41352
H 0.04766 -4.20069 0.41718
H -1.29481 -3.96969 -0.18424
O -0.85005 -4.20439 0.57459
H 2.30713 3.51460 0.30772
H 2.80844 2.45730 -0.69144
O 2.22041 2.49760 0.07990
H -2.41712 -1.67883 -2.16803
H -2.36165 -3.19101 -1.63736
O -1.97167 -2.23010 -1.48325
H -1.44587 0.26868 -3.95033
H -0.33878 -0.27511 -3.01885
O -1.17053 -0.50757 -3.50055
H 1.45202 -1.88406 3.15900
H 1.14226 -0.51560 3.25707
O 1.26232 -1.16777 2.55371
H -0.18329 3.01364 1.55213
H -0.03022 3.01796 3.14913
O -0.50303 2.55718 2.33902
H -0.10368 2.77719 -1.26781
H 0.94721 2.05997 -0.58644
O -0.07223 1.93106 -0.84385
```

No. 9
Computed, not measured: a structure of composition CH22FeO14, with the ωB97M-V functional and the def2-TZVPD basis.

- Gap between HOMO and LUMO (alpha / beta): 5.59 / 5.46 eV
- Spin multiplicity: 5
- Energy: -2368.29016 Eh
- ⟨S²⟩: 6.01

Structure (XYZ):
```
38
CH22FeO14 the ωB97M-V functional and the def2-TZVPD basis
Fe 2.94835 -0.50096 0.26732
C 0.38915 -0.08379 -0.03069
O 1.08086 -0.80020 -0.76259
O 1.02300 0.30289 0.94165
O -0.75754 0.24723 -0.30493
O 1.27844 0.50820 -3.36126
H 1.14879 0.06630 -2.52211
H 0.73265 0.01902 -3.97693
O -0.68051 0.04897 3.22524
H -0.51685 -0.45021 4.02540
H 0.00581 -0.23424 2.62109
O 2.89058 -2.48868 1.08977
H 2.90464 -2.86231 1.97093
H 2.39096 -3.11837 0.57005
O -0.72696 -3.14075 0.64974
H -0.41522 -2.43077 0.08851
H -0.06283 -3.82457 0.56289
O -0.20282 -2.54078 -2.45450
H 0.26917 -1.89683 -1.92649
H -0.17576 -2.18806 -3.34393
O -1.34011 2.10890 -2.55499
H -1.21097 1.62534 -1.73907
H -2.19849 1.82472 -2.86909
O -0.86179 2.55821 1.34897
H -1.11541 1.73352 0.93449
H -0.05924 2.34962 1.82714
O 1.68467 2.28947 2.76897
H 2.60516 2.51979 2.64300
H 1.55707 1.50793 2.23123
O 1.20109 3.33852 -0.98376
H 0.62152 2.72821 -0.52786
H 1.29899 4.07383 -0.37882
O -3.08732 0.33266 1.48666
H -2.38882 0.09320 2.09577
H -2.71290 0.17808 0.61940
O -2.88368 -1.21314 -1.46095
H -2.47384 -2.07810 -1.45013
H -2.15986 -0.60284 -1.32012
```

No. 10
Computed, not measured: a cluster of 11 separate species, CH24O11 in total, with the ωB97M-V functional and the def2-TZVPD basis.

- Gap between HOMO and LUMO: 7.92 eV
- Energy: -880.00193 Eh

Structure (XYZ):
```
36
CH24O11 the ωB97M-V functional and the def2-TZVPD basis
O 29.62177 -9.40855 -20.33207
H 29.50684 -8.45725 -20.27367
H 29.02481 -9.82040 -20.96103
H 30.56072 -9.56031 -20.46235
C 28.71917 -5.98301 -21.18542
O 29.25871 -6.78421 -20.14647
H 29.15617 -4.98549 -21.23083
H 29.07320 -6.35927 -22.14520
H 27.62947 -5.99901 -21.20538
O 27.72016 -2.23773 -21.09483
H 27.27424 -1.94696 -21.89035
H 28.65036 -2.21607 -21.31957
O 28.33691 -7.92013 -24.90861
H 28.41197 -7.97253 -25.86142
H 28.68333 -7.05557 -24.68777
O 31.29261 -4.10781 -19.63641
H 30.97275 -3.29830 -19.23815
H 30.51995 -4.67019 -19.69066
O 25.52429 -3.97856 -20.33052
H 26.09846 -3.46059 -20.89467
H 25.55495 -4.86033 -20.70172
O 26.66887 -7.95131 -18.79560
H 26.03927 -7.24850 -18.63469
H 27.51064 -7.50409 -18.88294
O 32.44117 -4.19882 -22.18460
H 31.69536 -4.43268 -21.63205
H 32.11540 -4.29265 -23.07976
O 25.62404 -8.35731 -21.56192
H 26.30272 -8.90238 -21.96007
H 25.90053 -8.25695 -20.65104
O 31.70524 -7.39550 -22.42478
H 31.11747 -6.89019 -21.86318
H 31.98002 -8.13419 -21.88158
O 29.85277 -6.37887 -17.40878
H 29.61658 -6.62882 -18.30207
H 30.78835 -6.57095 -17.34525
```